No. 1
{"formula": "C31H29CoIN3Sb2", "method": "ωB97M-V/def2-TZVPD", "elements": ["Co", "C", "C", "C", "Sb", "C", "C", "C", "C", "C", "C", "C", "C", "C", "C", "C", "C", "Sb", "C", "C", "C", "C", "C", "C", "C", "C", "C", "C", "C", "C", "H", "H", "H", "H", "H", "H", "H", "H", "H", "H", "H", "H", "H", "H", "H", "H", "H", "H", "H", "H", "H", "H", "H", "H", "H", "H", "I", "C", "C", "N", "N", "C", "H", "H", "H", "N", "C"], "positions_angstrom": [[1.51426, -2.19859, -0.57812], [-0.70137, -0.95521, 2.52045], [0.47503, 0.00653, 2.56429], [0.55174, 0.82640, 1.29513], [2.36182, 2.06146, 1.09364], [1.84249, 3.96130, 2.13679], [0.75135, 4.67428, 1.68362], [0.46365, 5.88542, 2.29699], [1.26010, 6.35472, 3.32747], [2.34213, 5.61511, 3.77299], [2.64313, 4.40172, 3.16924], [1.99372, 2.56810, -0.97790], [1.36332, 1.67863, -1.83324], [1.00385, 2.08911, -3.10638], [1.31043, 3.37064, -3.53601], [1.97698, 4.24269, -2.69159], [2.32571, 3.84138, -1.41268], [-0.61090, -2.44460, 0.91485], [-2.03576, -1.61939, -0.46662], [-3.38482, -1.53675, -0.15923], [-4.25705, -0.97418, -1.07685], [-3.78817, -0.50865, -2.29454], [-2.43952, -0.59496, -2.60042], [-1.56516, -1.15254, -1.68445], [-1.76829, -4.01676, 1.78938], [-2.68613, -4.68810, 0.99349], [-3.53568, -5.61515, 1.57226], [-3.44312, -5.88701, 2.92987], [-2.50329, -5.23351, 3.71364], [-1.64961, -4.30688, 3.14000], [-1.62669, -0.41097, 2.33114], [-0.79729, -1.49152, 3.46257], [1.40872, -0.54379, 2.71428], [0.33985, 0.67822, 3.41863], [-0.30949, 1.48727, 1.21332], [0.57372, 0.16060, 0.42569], [0.13606, 4.31618, 0.87002], [-0.38487, 6.45955, 1.95680], [1.03822, 7.30622, 3.78522], [2.96305, 5.97526, 4.57950], [3.49651, 3.82579, 3.50331], [1.13168, 0.66629, -1.51111], [0.47712, 1.40993, -3.75988], [1.03512, 3.68529, -4.53063], [2.22661, 5.23744, -3.02386], [2.84508, 4.52406, -0.75434], [-3.75987, -1.90194, 0.78806], [-5.30553, -0.90306, -0.83451], [-4.47817, -0.07765, -3.00153], [-2.07577, -0.23430, -3.54986], [-0.50105, -1.23146, -1.91602], [-2.75293, -4.47572, -0.06634], [-4.26704, -6.12444, 0.96183], [-4.09435, -6.62320, 3.37567], [-2.42953, -5.44716, 4.76952], [-0.90242, -3.81485, 3.74862], [1.75772, -3.73183, -6.58766], [1.99692, -2.79511, -4.73521], [2.90550, -1.79939, -4.41004], [2.72884, -1.52096, -3.11653], [1.75434, -2.27615, -2.57658], [1.29822, -3.05680, -3.55021], [3.63362, -1.29762, -5.01432], [3.24280, -0.84914, -2.56003], [0.50034, -3.75626, -3.39650], [3.47647, -0.12111, 0.38323], [2.90764, -1.09287, 0.11168]], "nbo_charge": [1.262, -0.662, -0.456, -0.721, 1.572, -0.306, -0.196, -0.205, -0.171, -0.180, -0.247, -0.389, -0.175, -0.216, -0.177, -0.174, -0.222, 0.948, -0.340, -0.221, -0.182, -0.196, -0.138, -0.272, -0.334, -0.236, -0.189, -0.166, -0.208, -0.171, 0.241, 0.249, 0.210, 0.239, 0.247, 0.191, 0.218, 0.237, 0.240, 0.241, 0.231, 0.170, 0.220, 0.238, 0.240, 0.233, 0.231, 0.238, 0.237, 0.215, 0.176, 0.224, 0.237, 0.239, 0.237, 0.207, 0.287, -0.284, 0.001, -0.313, -0.481, -0.016, 0.263, 0.443, 0.248, -0.490, -0.176], "charge": 2, "multiplicity": 5, "e_tot_ha": -3523.2390, "e_homo_ev": [-13.982, -13.977], "homo_lumo_gap_ev": [8.27, 6.01]}


No. 2
{"formula": "C31H29N3O2", "method": "ωB97M-V/def2-TZVPD", "elements": ["C", "C", "C", "O", "N", "C", "O", "H", "H", "H", "H", "C", "N", "C", "C", "C", "C", "C", "C", "C", "C", "C", "C", "C", "C", "C", "C", "C", "N", "C", "C", "C", "C", "C", "C", "C", "C", "C", "C", "C", "H", "H", "H", "H", "H", "H", "H", "H", "H", "H", "H", "H", "H", "H", "H", "H", "H", "H", "H", "H", "H", "H", "H", "H", "H"], "positions_angstrom": [[-0.89547, -6.84025, -0.95733], [-2.40661, -6.83211, -0.93310], [-2.76483, -5.32630, -0.90327], [-3.92980, -4.93625, -0.87787], [-1.63281, -4.52687, -0.90790], [-0.52095, -5.34003, -0.97494], [0.65287, -4.96285, -1.04590], [-0.46809, -7.31495, -0.06597], [-0.48546, -7.33636, -1.84239], [-2.84539, -7.29807, -1.82312], [-2.81766, -7.32635, -0.04661], [-0.99294, 0.04472, 5.90799], [-1.93828, 0.47630, 4.88542], [-2.48424, 1.76683, 5.17197], [-1.65200, 2.89191, 5.24885], [-2.20639, 4.14103, 5.50721], [-3.58241, 4.24252, 5.76103], [-4.39461, 3.10618, 5.76644], [-3.85050, 1.85872, 5.47580], [-1.59147, 0.17536, 3.54329], [-2.44636, -0.65473, 2.80112], [-2.08204, -1.05337, 1.53908], [-0.85112, -0.62034, 0.94285], [-0.57371, -1.02505, -0.38940], [0.35925, -0.48385, -1.30504], [0.39393, -1.05318, -2.62086], [1.31732, -0.64119, -3.55888], [2.29479, 0.29721, -3.20250], [3.28628, 0.63634, -4.15925], [4.63218, 0.18139, -3.83113], [3.24937, 1.94994, -4.73000], [3.71672, 3.05721, -4.01364], [3.62665, 4.32601, -4.57750], [3.14081, 4.46437, -5.88603], [2.74968, 3.34571, -6.62703], [2.79925, 2.08012, -6.05326], [2.31700, 0.85946, -1.91244], [1.26767, 0.60402, -1.04381], [0.02697, 0.17032, 1.75866], [-0.36869, 0.61556, 3.00133], [-0.53317, -0.89394, 5.59974], [-0.22276, 0.81239, 6.07305], [-1.53934, -0.09410, 6.84774], [-0.57167, 2.76782, 5.10588], [-1.56978, 5.02259, 5.51736], [-4.01441, 5.21501, 5.96488], [-5.45967, 3.17978, 5.99814], [-4.43808, 0.93798, 5.48173], [-3.38693, -0.97247, 3.25884], [-2.73760, -1.71778, 0.96468], [-1.17706, -1.86012, -0.76840], [-0.32531, -1.83462, -2.87458], [1.33539, -1.05294, -4.56654], [5.34548, 0.61621, -4.53287], [4.90328, 0.48022, -2.80846], [4.65555, -0.90854, -3.91855], [4.13531, 2.91390, -3.01106], [3.94204, 5.19514, -4.00515], [3.07915, 5.45200, -6.32876], [2.40331, 3.45007, -7.65757], [2.50935, 1.17400, -6.58985], [3.14227, 1.51405, -1.63049], [1.15407, 1.24312, -0.16767], [1.05292, 0.36464, 1.43220], [0.26876, 1.27642, 3.59389]], "nbo_charge": [-0.524, -0.524, 0.655, -0.671, -0.733, 0.652, -0.694, 0.215, 0.215, 0.216, 0.215, -0.395, -0.539, 0.229, -0.269, -0.192, -0.213, -0.203, -0.237, 0.262, -0.233, -0.076, -0.182, 0.154, -0.201, -0.044, -0.247, 0.286, -0.523, -0.395, 0.135, -0.193, -0.220, -0.210, -0.201, -0.213, -0.271, -0.045, -0.120, -0.215, 0.213, 0.171, 0.215, 0.209, 0.217, 0.218, 0.221, 0.228, 0.246, 0.259, 0.283, 0.254, 0.246, 0.221, 0.169, 0.213, 0.202, 0.218, 0.218, 0.221, 0.229, 0.226, 0.212, 0.218, 0.220], "e_tot_ha": -1513.3304, "e_homo_ev": -7.159, "homo_lumo_gap_ev": 4.26}


No. 3
{"formula": "C31H30AlN8O11S", "method": "ωB97M-V/def2-TZVPD", "elements": ["Al", "C", "O", "C", "C", "C", "C", "C", "C", "N", "N", "C", "C", "O", "C", "C", "C", "C", "C", "C", "C", "C", "H", "H", "H", "H", "H", "H", "H", "H", "H", "H", "H", "H", "H", "O", "N", "O", "C", "C", "C", "C", "O", "C", "C", "N", "O", "O", "N", "O", "O", "H", "H", "C", "N", "C", "C", "O", "N", "C", "N", "H", "H", "H", "H", "H", "H", "H", "O", "S", "C", "C", "C", "C", "H", "H", "H", "H", "H", "H", "H", "H"], "positions_angstrom": [[0.56672, -0.04891, -0.04879], [0.38242, -2.05529, 4.34778], [-0.08330, -1.22382, 3.23465], [-1.35194, -1.45492, 2.83555], [-2.17696, -2.43318, 3.36827], [-3.46907, -2.62577, 2.81190], [-3.91411, -2.00544, 1.64301], [-3.10788, -0.97670, 1.17989], [-1.87810, -0.69587, 1.73182], [-1.14253, 0.33416, 1.17601], [-1.95525, 1.34613, 0.97504], [-1.40886, 2.54812, 0.67779], [-0.07232, 2.72616, 0.18410], [0.78471, 1.72645, -0.01828], [0.38947, 4.04526, -0.11616], [-0.43962, 5.13579, -0.03948], [-1.81630, 4.99384, 0.31301], [-2.65585, 6.12054, 0.45070], [-3.95504, 5.96626, 0.86569], [-4.44091, 4.65558, 1.20528], [-3.59624, 3.54431, 1.16485], [-2.30462, 3.72183, 0.68393], [-0.39925, -2.26081, 5.07824], [1.19438, -1.49438, 4.83113], [0.78553, -3.01282, 3.96479], [-1.69421, -3.14248, 4.08550], [-4.10364, -3.26196, 3.41581], [-4.85912, -2.20790, 1.14098], [-3.45732, -0.33084, 0.38834], [1.40614, 4.21529, -0.36524], [-0.11578, 6.13338, -0.38826], [-2.19326, 7.09522, 0.30676], [-4.61614, 6.80703, 0.89377], [-5.47838, 4.54309, 1.49721], [-3.90752, 2.57707, 1.44458], [-3.14617, -4.30331, -4.74396], [-2.52416, -4.90065, -3.85980], [-2.14816, -6.05607, -3.85359], [-1.97909, -4.08774, -2.74992], [-1.35279, -4.70127, -1.66263], [-0.84036, -3.88412, -0.63597], [-0.85284, -2.45317, -0.71512], [-0.05314, -1.78949, 0.02813], [-1.55159, -1.97161, -1.84755], [-2.10577, -2.69490, -2.83354], [-1.76683, -0.54084, -2.00691], [-1.05629, 0.28986, -1.32429], [-2.72035, -0.16480, -2.64781], [-0.21095, -4.53973, 0.48768], [0.10150, -5.69645, 0.25312], [-0.09667, -4.01203, 1.62578], [-1.18609, -5.77007, -1.59957], [-2.55016, -2.20445, -3.68959], [2.79941, 0.65792, -5.07424], [2.34194, -0.09528, -3.90665], [2.55890, -1.54777, -3.74450], [2.02374, -1.67913, -2.30072], [1.90579, -2.75198, -1.72034], [1.70382, -0.43866, -1.77316], [1.95593, 0.49531, -2.75379], [1.74599, 1.79983, -2.49378], [3.36234, -0.09389, -5.69733], [3.54239, 1.43924, -4.71950], [1.95740, 1.09608, -5.63612], [3.64868, -1.78685, -3.76737], [2.03468, -2.19971, -4.46572], [1.37394, 2.02994, -1.54706], [2.20341, 2.49804, -3.02813], [2.15723, -0.26615, 1.06558], [2.68212, -0.19625, 2.49610], [3.00497, 1.59134, 2.64556], [4.07247, 1.83071, 1.62535], [5.09891, 0.66729, 1.75139], [4.50679, -0.46763, 2.55165], [3.32444, 1.73115, 3.69491], [2.02388, 2.11396, 2.57010], [4.62666, 2.76153, 1.78746], [3.56780, 1.83999, 0.65729], [6.05162, 1.00859, 2.15109], [5.35513, 0.36404, 0.69100], [4.73943, -0.41862, 3.61879], [4.75424, -1.50663, 2.17752]], "lowdin_charge": [-0.007, -0.048, -0.115, -0.232, -0.015, -0.055, -0.059, -0.044, -0.202, 0.083, 0.153, -0.112, -0.217, -0.072, -0.001, 0.011, -0.172, -0.033, -0.056, -0.027, -0.017, -0.093, 0.083, 0.079, 0.104, 0.120, 0.105, 0.112, 0.113, 0.104, 0.132, 0.117, 0.099, 0.105, 0.095, 0.078, -0.336, 0.101, -0.094, 0.131, -0.031, -0.207, 0.037, -0.069, 0.093, -0.195, 0.054, 0.156, -0.282, 0.091, 0.083, 0.140, 0.144, -0.017, -0.096, 0.005, -0.402, 0.096, 0.165, -0.314, 0.244, 0.111, 0.108, 0.100, 0.152, 0.148, 0.074, 0.107, -0.407, 1.095, -0.295, -0.228, -0.221, -0.280, 0.113, 0.113, 0.125, 0.099, 0.113, 0.133, 0.101, 0.126], "charge": 1, "e_tot_ha": -3105.2883, "e_homo_ev": -10.120, "homo_lumo_gap_ev": 6.30}


ΔE to the lowest compared entry with this formula, charge and spin for every record listed, in sequence, given in kJ/mol: 50.4; 112.1; 65.5.